A 2-piece molecular cluster, C5H12O overall. Source: the Open Molecules 2025 dataset; level of theory: ωB97M-V with the def2-TZVPD basis set.

```
18
Properties=species:S:1:pos:R:3:forces:R:3
C -1.4731 -1.3971 -0.3699 0.728 -0.209 0.726
C -2.6104 -1.1128 0.2558 0.737 0.256 -0.096
C -3.2396 0.2299 0.5404 -2.032 -1.450 -0.496
H -1.1553 -2.4229 -0.1257 0.263 0.437 -0.993
H -0.7457 -0.7105 -0.8263 -0.597 -0.241 0.082
H -2.9672 -2.0442 0.6740 -0.971 0.413 0.545
H -4.3364 0.1161 0.5925 0.119 -0.417 0.163
H -3.2278 0.9121 -0.3004 1.113 0.567 0.224
H -3.0184 0.5536 1.5501 0.633 0.636 -0.168
C 3.3068 0.2061 0.2818 0.983 -0.465 0.335
C 2.0049 0.6426 -0.4692 0.705 0.839 0.837
O 2.1186 1.9766 -0.9471 0.453 0.849 0.486
H 4.1848 0.5911 -0.2988 -0.718 -0.421 0.486
H 3.2873 -0.8771 0.2026 0.320 -0.348 -0.361
H 3.6138 0.2768 1.4281 -1.569 0.898 -2.221
H 1.8343 0.1277 -1.3971 0.423 -1.347 -0.088
H 1.1338 0.4769 0.1450 -0.390 0.169 0.399
H 1.2894 2.4551 -0.9359 -0.202 -0.168 0.140
```
Forces are in eV/Å.

Values from the calculation:
Energy relative to the best compared isomer or geometry (same formula, charge and spin) in kcal per mole: 58.9
SMILES string: C=CC.CCO
Total charge: 0
E_HOMO in eV: -9.822